# 1
This record from the OMol25 dataset describes a gas-phase ion, C6H13N2OS (charge +1) in a non-equilibrium geometry. The level of theory is ωB97M-V/def2-TZVPD.

Geometry as XYZ:
```
23
Properties=species:S:1:pos:R:3
C 0.69938 1.51330 0.84038
C -0.99918 0.13990 -0.03071
C 0.58475 -1.30104 -1.60108
C 2.69869 0.28208 0.04187
C -3.35314 0.17592 0.02584
C 0.32445 -0.53843 -0.28284
N -0.76857 1.26813 0.62492
N 1.26265 0.53883 -0.17380
O -2.11524 -0.43083 -0.26949
S 0.17425 -1.69152 1.34429
H 1.06417 2.51461 0.57300
H 0.68056 1.24849 1.99861
H 1.57406 -1.80047 -1.64569
H 0.74051 -0.53578 -2.33442
H -0.31214 -1.89724 -1.81903
H 3.09567 -0.39640 0.91195
H 3.19434 1.21642 0.13704
H 3.09195 -0.18495 -0.85823
H -3.28328 1.30237 -0.18875
H -3.62529 -0.09826 1.10724
H -4.10002 -0.21545 -0.62084
H -1.36691 1.75271 1.25710
H 0.73836 -2.86242 0.96264
```

For the relative energy (zero: lowest compared OMol25 entry of this formula, charge and spin), the calculation gives 1.8146 eV. The SMILES is COC1=[NH+]CN(C)[C@@]1(C)S. As for the net charge: +1. For the HOMO energy, the calculation gives -13.15 eV. The value obtained for the HOMO-LUMO gap is 9.4 eV. The calculation puts the total energy at -819.055619 hartree. The value obtained for the LUMO energy is -3.707 eV.

---

# 2
This record from the OMol25 dataset describes a gas-phase ion, C6H13N2S2 (charge +1) in a non-equilibrium geometry. The level of theory is ωB97M-V/def2-TZVPD.

Geometry as XYZ:
```
23
Properties=species:S:1:pos:R:3
C -1.44160 -0.32252 0.12394
C 0.47340 1.00575 -1.14339
C 0.86674 -0.43855 -0.70208
C -0.30793 2.96746 0.06019
C -0.55381 -2.44273 -0.22194
C 0.11180 -1.01601 1.70735
N 0.14571 1.68822 0.10710
N -0.26322 -1.06814 0.18747
S -2.90894 -0.19894 -0.42769
S 2.42493 -0.62094 0.05092
H 1.26201 1.33488 -1.76588
H -0.40293 0.82693 -1.74677
H 0.82978 -1.07826 -1.57585
H -0.44384 3.24210 1.19243
H 0.43898 3.80939 -0.36944
H -1.14451 3.13247 -0.53250
H -1.39292 -2.80016 0.39002
H -0.85381 -2.33686 -1.31225
H 0.31061 -3.23221 -0.43680
H -0.76693 -1.35863 2.17821
H 0.87412 -1.76041 1.79183
H 0.51447 -0.03704 1.97784
H 2.22789 0.70422 0.46729
```

For the relative energy (zero: lowest compared OMol25 entry of this formula, charge and spin), the calculation gives 7.0759 eV. As for the net charge: +1. For the HOMO energy (spin up / spin down), the calculation gives -13.17 / -11.91 eV. The value obtained for the HOMO-LUMO gap (spin up / spin down) is 8.7 / 7.0 eV. The calculation puts the total energy at -1141.822678 hartree. The value obtained for the LUMO energy (spin up / spin down) is -4.426 / -4.929 eV.

---

# 3
This record from the OMol25 dataset describes a molecular structure, C6H13N2SV in a non-equilibrium geometry. The level of theory is ωB97M-V/def2-TZVPD.

Geometry as XYZ:
```
23
Properties=species:S:1:pos:R:3
C -1.01270 -0.92745 -3.14479
V 0.45314 -0.21502 -1.76323
N 1.50742 1.00027 -3.13064
H -0.84398 -0.13226 -0.77505
H -0.66142 0.73070 -1.23930
H -1.97294 -1.14080 -2.64604
H -0.38880 -1.84055 -3.27854
H -1.10021 -0.28825 -4.04463
H 2.47972 0.75713 -2.93383
H 1.42689 2.01063 -2.99620
H 1.34410 0.82020 -4.12596
S 1.11629 1.23903 0.05388
C 0.38000 0.59602 1.49317
N 1.05187 -0.48227 1.99816
C 0.52520 -1.20620 3.02967
C -0.64177 -0.76960 3.62642
C -1.31234 0.37604 3.16241
C -0.79185 1.05683 2.07083
H 1.90762 -0.80902 1.52291
H 1.07882 -2.11453 3.29716
H -1.06316 -1.34876 4.44522
H -2.23998 0.71387 3.65582
H -1.24192 1.97401 1.72258
```

As for the net charge: +1. Its spin multiplicity is 2. As for the expectation value of S²: 0.78. For the HOMO energy (spin up / spin down), the calculation gives -11.49 / -11.14 eV. The value obtained for the HOMO-LUMO gap (spin up / spin down) is 7.5 / 7.2 eV. The calculation puts the total energy at -1687.761100 hartree. The value obtained for the LUMO energy (spin up / spin down) is -3.982 / -3.963 eV.

---

# 4
This record from the OMol25 dataset describes a molecular structure, C6H13N3 in a non-equilibrium geometry. The level of theory is ωB97M-V/def2-TZVPD.

Geometry as XYZ:
```
22
Properties=species:S:1:pos:R:3
C 1.40391 1.62871 -0.57128
N 2.02453 0.69994 0.20282
N 1.49789 -0.51041 0.25557
H 1.84740 -1.01925 1.06067
H 1.24963 1.38960 -1.62766
H 1.89161 2.59401 -0.49007
H 0.03990 1.58258 -0.23992
C -0.89022 0.90699 1.86738
C 0.06472 -1.05153 -1.73256
C -1.14655 0.84252 0.40761
C 0.25862 -1.07606 -0.23728
C -0.30474 -2.05621 0.51556
N -2.23612 0.69979 -0.16840
H -2.23004 0.68471 -1.18754
H -1.17692 -0.03161 2.33974
H 0.18234 1.06866 2.02650
H -1.46226 1.72699 2.30470
H -0.68141 -1.79225 -2.02059
H -0.27122 -0.08095 -2.10090
H 1.00476 -1.26506 -2.24699
H -0.09969 -2.15911 1.57098
H -0.96615 -2.78205 0.07165
```

For the relative energy (zero: lowest compared OMol25 entry of this formula, charge and spin), the calculation gives 5.8125 eV. As for the net charge: 0. For the HOMO energy (spin up / spin down), the calculation gives -6.93 / -6.90 eV. The value obtained for the HOMO-LUMO gap (spin up / spin down) is 7.1 / 7.3 eV. The calculation puts the total energy at -400.479403 hartree. The value obtained for the LUMO energy (spin up / spin down) is 0.156 / 0.369 eV.

---

# 5
This record from the OMol25 dataset describes a molecular structure, C6H13N3 in a non-equilibrium geometry. The level of theory is ωB97M-V/def2-TZVPD.

Geometry as XYZ:
```
22
Properties=species:S:1:pos:R:3
C 1.47444 2.06470 0.66707
C 1.53432 0.99865 -0.58729
C 0.54825 -0.06163 -0.40276
C -0.89882 0.26714 -0.37942
C -1.70252 -0.61683 0.40864
C 2.24757 -1.96414 -0.03988
H 2.62383 2.68095 0.72343
H 0.43524 2.48305 0.55488
H 1.53516 1.10931 1.67621
H 1.31671 1.54618 -1.68250
H 2.67447 0.57695 -0.59122
H -1.37789 1.18038 -0.53556
H -1.25178 -1.47903 0.68490
H -3.47613 -1.33050 1.24021
H -3.95582 1.18742 -0.10469
H -3.59020 -0.00389 -1.51625
H 1.95048 -2.91951 0.35582
H 3.19412 -1.44519 0.46711
H 2.62623 -2.57908 -0.96468
N -2.96965 -0.56056 0.61079
N -3.82065 0.14838 -0.55371
N 0.88264 -1.28277 -0.03111
```

For the relative energy (zero: lowest compared OMol25 entry of this formula, charge and spin), the calculation gives 7.9001 eV. As for the net charge: 0. For the HOMO energy, the calculation gives -7.46 eV. The value obtained for the HOMO-LUMO gap is 8.2 eV. The calculation puts the total energy at -400.402683 hartree. The value obtained for the LUMO energy is 0.700 eV.

---

# 6
This record from the OMol25 dataset describes a gas-phase ion, C6H13N3 (charge +2) in a non-equilibrium geometry. The level of theory is ωB97M-V/def2-TZVPD.

Geometry as XYZ:
```
22
Properties=species:S:1:pos:R:3
C 1.63313 -1.14367 0.99498
C -1.76865 -0.78758 1.35904
C -1.61564 0.11597 0.33087
C 1.85520 0.29573 1.09945
C -0.07182 -1.51200 -0.74622
C -0.59723 0.64205 -1.77911
N 0.87132 -1.76368 0.23809
N 1.09313 1.14717 0.20782
N -0.62412 -0.03644 -0.55894
H 2.35259 -1.78095 1.57760
H -2.51606 -0.74782 2.10954
H -1.03634 -1.54351 1.52263
H -2.13908 1.09209 0.14270
H 1.65662 0.43941 2.24935
H 2.90263 0.53553 0.93163
H 0.45483 -1.59246 -1.66586
H -0.87610 -2.21548 -0.48363
H -1.25132 0.15154 -2.47929
H -0.95826 1.77667 -1.78434
H 0.30390 0.62090 -2.36115
H 0.55577 1.83566 0.73048
H 1.61109 1.71615 -0.46585
```

For the relative energy (zero: lowest compared OMol25 entry of this formula, charge and spin), the calculation gives 0.8776 eV. As for the net charge: +2. Its spin multiplicity is 3. As for the expectation value of S²: 2.04. For the HOMO energy (spin up / spin down), the calculation gives -17.93 / -18.51 eV. The value obtained for the HOMO-LUMO gap (spin up / spin down) is 9.6 / 5.9 eV. The calculation puts the total energy at -399.817884 hartree. The value obtained for the LUMO energy (spin up / spin down) is -8.342 / -12.593 eV.